204
Properties=species:S:1:pos:R:3:forces:R:3 method="wB97M-V/def2-TZVPD" e_tot_ev=-252502.919 fmax_ev_per_a=4.141 charge=+1 homo_energy_ev=-10.541 gap_ev=8.3 e_lumo_ev=-2.27
C 3.75680 -4.88813 -2.41550 0.1 -1.0 0.9
C 2.69492 -5.87626 -2.92291 0.3 0.3 -1.5
C 2.62868 -5.95170 -4.50263 -0.4 0.3 0.4
C 1.65036 -7.03934 -4.95927 0.3 -0.5 1.3
N 1.41648 -7.14702 -6.42168 -2.2 -0.4 1.0
C 0.50849 -8.37373 -6.71505 -1.1 0.9 0.4
C 1.42749 -9.60409 -6.73821 -1.9 0.2 -0.2
C 2.77221 -9.02515 -6.99225 2.4 -1.2 0.8
C 2.61932 -7.55516 -7.06680 2.0 2.2 -2.9
C 0.89386 -5.82860 -6.94778 -0.3 0.9 -0.4
C -0.36305 -5.21107 -6.23283 1.2 0.1 0.0
C -0.80817 -3.86758 -6.87097 -0.1 -0.3 -0.6
H 3.57887 -3.86536 -2.68863 -0.2 0.5 -0.5
H 4.77164 -5.18629 -2.69403 -0.1 0.1 -0.3
H 3.76810 -4.89283 -1.31387 -0.1 -0.1 -0.3
H 1.70758 -5.59837 -2.57253 -0.2 0.1 0.2
H 2.88700 -6.87904 -2.54691 0.1 -0.1 0.1
H 3.60556 -6.19022 -4.93246 0.1 0.2 0.4
H 2.32431 -4.98051 -4.93152 0.2 -0.2 0.4
H 0.67125 -6.97477 -4.50036 -0.1 0.3 0.2
H 2.06425 -7.99749 -4.62150 -0.1 0.0 -0.2
H 0.06374 -8.10123 -7.67286 0.1 -0.4 -0.2
H -0.33490 -8.40838 -5.99740 0.7 0.1 -0.2
H 1.08791 -10.27389 -7.52281 0.0 0.0 -0.2
H 1.33350 -10.18559 -5.82982 0.2 0.1 0.3
H 3.23275 -9.39255 -7.90169 0.0 0.0 -0.2
H 3.47674 -9.34499 -6.19961 -0.3 0.3 -0.3
H 2.54865 -7.21705 -8.13388 -0.3 -0.5 0.6
H 3.41796 -6.89342 -6.72450 0.2 -0.6 0.2
H 0.67713 -5.96593 -8.01519 -0.1 -0.2 0.2
H 1.77424 -5.16134 -6.93182 -0.5 -0.1 0.2
H -0.14160 -5.06670 -5.16520 -0.1 0.0 -0.3
H -1.14674 -5.94879 -6.30669 -0.5 -0.1 0.0
H -1.07985 -4.03572 -7.92165 0.2 0.0 0.1
H -0.01289 -3.10180 -6.88135 -0.3 -0.3 0.3
H -1.73864 -3.45667 -6.43366 0.7 -0.3 0.2
C 0.28994 1.77330 5.48041 -1.5 1.1 0.6
C -1.10776 2.54837 5.70816 -1.1 -0.3 -0.7
C -1.30858 3.29146 7.06933 0.8 -0.9 -1.5
N -2.58080 4.13655 7.21159 0.3 -0.4 0.8
C -2.67642 5.18648 6.16860 0.9 0.0 0.2
C -2.43465 4.80465 8.56454 -0.9 0.1 0.1
C -3.85975 5.12629 8.94907 -1.1 0.6 0.3
C -4.76833 4.01162 8.40144 0.6 0.2 0.2
C -3.90732 3.38186 7.31207 0.1 -0.6 -0.8
H 0.22963 1.17237 4.56678 -0.2 0.3 0.2
H 0.44185 1.07989 6.32336 0.1 0.4 -0.3
H 1.11167 2.48685 5.34783 -0.1 -0.3 0.3
H -1.92959 1.78556 5.62261 0.7 0.5 0.1
H -1.32773 3.30387 4.89197 0.6 -0.8 0.6
H -0.46419 3.99024 7.14665 -0.3 0.0 0.4
H -1.29790 2.53553 7.85971 -0.1 0.4 0.0
H -1.64774 5.55112 6.09870 -0.3 0.4 -0.4
H -3.35394 5.95288 6.53942 0.0 0.0 -0.3
H -3.00904 4.77167 5.21670 0.1 0.0 0.2
H -1.88736 5.72829 8.47010 0.6 0.1 -0.2
H -1.92188 4.13973 9.26254 -0.2 -0.1 -0.3
H -4.18436 6.03977 8.42636 0.3 0.0 0.6
H -3.99908 5.23997 10.03389 0.2 0.2 -0.4
H -5.70313 4.40770 7.98871 0.2 -0.1 0.2
H -5.01046 3.33648 9.22102 0.0 -0.4 -0.3
H -4.38844 3.42631 6.32306 0.3 0.0 0.3
H -3.65385 2.34768 7.49169 -0.1 -0.1 0.1
C 6.84750 -1.28952 -2.22493 0.7 0.2 0.0
C 7.01023 0.09956 -2.83479 0.5 0.8 -1.0
C 6.50561 1.05631 -1.79743 -0.7 1.0 0.3
N 6.44511 2.55543 -2.13554 -1.8 -0.3 -0.4
C 7.74564 2.99221 -2.62700 0.8 -0.1 -0.1
C 5.91693 3.30012 -0.93132 2.6 1.2 0.1
C 4.47029 3.23223 -0.96815 -1.9 -1.1 0.9
C 4.11962 3.44402 -2.43106 -0.8 -1.0 -0.3
C 5.37065 3.01327 -3.17381 0.8 -0.9 -0.4
H 6.98877 -1.18557 -1.13896 -0.1 -0.4 -0.3
H 7.61005 -1.96972 -2.60442 -0.1 -0.1 0.0
H 5.86335 -1.69743 -2.44151 -0.1 0.0 0.1
H 6.50124 0.19548 -3.81085 -0.1 -0.1 0.5
H 8.04817 0.40578 -3.06683 -0.2 -0.7 0.2
H 7.17675 1.04731 -0.93715 0.0 -0.1 0.0
H 5.52442 0.73110 -1.43677 0.0 0.4 -0.1
H 7.91225 2.52148 -3.60337 0.1 0.1 0.3
H 8.54637 2.70655 -1.92904 -0.3 0.1 -0.2
H 7.71245 4.06548 -2.76762 0.2 0.1 0.1
H 6.17973 4.33917 -1.14906 0.4 0.0 0.3
H 6.44903 2.96874 -0.04152 -0.2 0.0 0.1
H 4.01910 3.93778 -0.26816 0.0 0.1 -0.1
H 4.16143 2.24452 -0.59953 -0.2 0.1 -0.2
H 3.91749 4.48885 -2.63915 -0.1 0.0 0.0
H 3.24007 2.84770 -2.76508 0.5 0.6 0.4
H 5.76510 3.87812 -3.68450 0.5 0.1 -0.1
H 5.32286 2.21128 -3.91300 -0.4 0.0 0.1
C -0.04038 -1.12264 2.85200 1.6 0.0 0.5
C 0.63782 -0.28803 1.75220 0.4 0.7 0.7
C 0.18943 -0.57837 0.36112 -0.5 -1.6 0.9
N 0.95596 0.07386 -0.70239 0.2 0.9 -1.6
C 0.85530 1.55206 -0.61062 -0.7 0.6 0.4
C 0.32117 -0.33026 -2.02164 -0.2 -1.0 -0.6
C 1.41427 -1.05619 -2.79317 -0.7 0.8 -1.7
C 2.68787 -0.39888 -2.30460 0.1 -0.3 -0.2
C 2.39871 -0.35087 -0.83393 0.1 -0.6 1.2
H 0.36678 -0.70882 3.79155 -0.3 -0.4 -0.2
H 0.28849 -2.17424 2.82933 -0.2 0.3 -0.2
H -1.10701 -1.10128 2.93655 -0.6 0.1 -0.3
H 1.72963 -0.43278 1.83760 -0.5 0.0 -0.1
H 0.48018 0.77805 1.95839 0.0 -0.2 0.1
H -0.87872 -0.35443 0.23170 0.3 0.0 -0.2
H 0.33697 -1.65250 0.19676 -0.3 0.0 -0.2
H -0.19199 1.72939 -0.34292 0.3 0.4 0.1
H 0.99250 2.03245 -1.56956 0.2 -0.1 -0.3
H 1.55378 1.98588 0.10554 -0.2 -0.3 0.2
H -0.04799 0.53305 -2.58716 0.2 0.0 0.5
H -0.51113 -1.01443 -1.86620 0.0 0.3 0.4
H 1.18213 -0.87865 -3.86334 0.4 -0.2 0.4
H 1.41697 -2.13818 -2.66375 0.0 0.0 0.4
H 2.85229 0.59978 -2.70680 -0.2 0.1 -0.2
H 3.55849 -1.01198 -2.53597 0.2 0.1 0.2
H 3.02125 0.30273 -0.22457 -0.1 -0.1 0.0
H 2.44462 -1.37589 -0.43566 0.1 0.3 0.1
C -5.06097 3.51827 -2.22907 1.0 -1.7 0.6
C -4.90311 2.21848 -1.35382 0.3 -1.0 -1.4
C -5.42683 2.40011 0.03707 1.1 0.5 0.9
N -4.99716 1.32979 1.08110 -0.3 0.0 -0.5
C -5.68302 0.01788 0.80172 0.6 -0.7 0.4
C -5.42942 1.74102 2.45326 -1.4 -0.1 0.3
C -4.47721 1.11045 3.42491 0.6 -0.1 0.0
C -3.13528 1.29958 2.70166 -0.3 0.1 -0.2
C -3.47376 1.06133 1.23100 -0.5 0.1 -0.2
H -4.39830 4.25802 -1.81443 0.2 0.6 0.1
H -6.06102 3.87455 -2.24515 -1.0 0.3 0.0
H -4.72445 3.30258 -3.24523 -0.1 0.0 0.2
H -3.81451 1.98458 -1.28385 -0.7 0.3 -0.2
H -5.35013 1.32048 -1.85474 0.2 0.8 0.3
H -6.49678 2.53224 0.13025 -0.3 -0.4 -0.1
H -4.99580 3.35297 0.37148 0.0 -0.2 0.4
H -6.74128 0.18101 0.69060 -0.4 0.2 -0.3
H -5.54534 -0.62205 1.69545 0.1 0.3 -0.6
H -5.26108 -0.49737 -0.07471 -0.2 0.4 0.2
H -6.46966 1.41668 2.61817 0.3 0.1 -0.2
H -5.43376 2.82400 2.54464 0.3 0.1 -0.3
H -4.68800 0.06046 3.65345 0.0 0.2 -0.1
H -4.52900 1.67415 4.34984 0.1 -0.2 0.3
H -2.37166 0.59745 2.98924 0.2 -0.3 0.4
H -2.75351 2.30175 2.90648 0.0 0.1 -0.3
H -3.32775 0.00786 0.97487 0.0 0.3 0.0
H -2.94746 1.68506 0.51622 0.1 0.2 0.0
C 0.33103 4.03008 2.10597 0.0 0.5 -0.6
F -0.18677 2.93411 2.57183 -0.3 -1.8 0.7
F 0.22380 4.00316 0.77966 0.1 0.2 -0.2
F -0.45983 4.99702 2.56882 0.7 0.8 0.1
S 2.15935 4.17689 2.54816 2.4 0.8 0.8
O 2.75496 4.89107 1.42091 -1.1 -0.6 1.0
O 2.27813 4.78113 3.88353 -0.8 -0.9 -2.0
N 2.64868 2.61612 2.52702 -1.4 1.0 -0.8
S 3.81494 2.26874 3.50632 1.0 0.8 0.5
O 4.91899 3.18700 3.39916 0.0 -0.6 -0.1
O 3.35578 1.86055 4.78628 0.1 -0.4 0.8
C 4.40173 0.64952 2.79113 2.6 -0.8 -1.6
F 5.60121 0.11497 3.22205 -1.1 1.5 0.4
F 3.54825 -0.30225 2.95711 -1.5 -0.9 0.4
F 4.63444 0.73089 1.42080 -0.4 0.6 0.3
C -1.81483 -3.32297 5.42437 1.4 -3.2 0.2
F -2.20901 -4.43565 6.16992 0.0 1.7 -1.0
F -0.52880 -3.13823 5.73768 -0.3 0.8 0.4
F -1.74195 -3.73940 4.12625 -1.3 1.0 0.9
S -2.88781 -1.87700 5.87480 -0.2 2.7 -2.7
O -2.41152 -0.71753 5.07001 -0.4 -2.2 0.6
O -4.25582 -2.25230 5.67630 0.4 -0.5 -0.2
N -2.45999 -1.68582 7.33497 0.2 -0.9 1.6
S -2.65253 -0.28695 7.99081 0.3 -0.4 -0.1
O -1.39075 0.37947 8.10964 0.2 0.5 0.8
O -3.72057 0.45218 7.38609 -0.9 0.4 0.4
C -3.17649 -0.78315 9.75623 -1.2 1.4 -0.4
F -2.19947 -1.39838 10.29318 2.4 -1.0 1.0
F -3.52846 0.25905 10.56652 0.6 0.3 -0.9
F -4.21361 -1.57382 9.78398 -1.2 -0.8 -0.8
C 0.65778 4.97552 -3.11688 1.5 0.6 -0.2
F 1.31883 4.35453 -4.11849 -1.0 -0.8 -0.5
F 1.34208 4.57837 -2.02479 -0.6 -0.1 0.7
F 1.00770 6.26013 -3.29899 -1.1 0.2 0.3
S -1.21845 4.57940 -2.96674 1.3 -1.8 1.6
O -1.16377 3.36941 -2.15677 0.2 0.2 -0.5
O -1.88637 5.67849 -2.40341 -0.1 1.8 1.2
N -1.63805 4.42063 -4.38855 -0.8 -0.9 -3.3
S -2.06174 3.14060 -5.25500 2.7 1.7 0.0
O -1.04403 2.13590 -5.28583 0.6 -0.2 -0.5
O -3.35363 2.69676 -4.97817 -2.8 -0.6 0.2
C -2.11133 4.09457 -6.92050 0.1 -1.7 -0.6
F -2.37626 3.31748 -8.00429 0.0 -0.7 0.8
F -3.03222 4.99830 -6.90762 -1.3 1.2 0.6
F -0.96521 4.65617 -7.18622 1.4 0.5 0.3
C -1.66031 -4.03375 -0.06223 0.3 -1.5 -0.1
F -2.09549 -5.32346 -0.21833 -0.1 1.3 0.5
F -0.77124 -4.02567 0.95072 -1.0 0.3 0.2
F -0.89988 -3.82002 -1.14176 0.0 0.7 -0.8
S -3.10955 -2.74264 0.04996 0.6 -0.1 2.5
O -4.34407 -3.44979 0.01569 -0.2 -0.8 0.4
O -2.75396 -2.00007 1.27169 -0.2 -1.0 -1.8
N -2.92457 -1.89529 -1.19708 1.4 1.5 -1.3
S -3.80848 -1.98284 -2.51986 0.9 0.9 1.4
O -3.74241 -3.25286 -3.12048 0.1 -1.2 -1.3
O -5.04561 -1.34822 -2.27098 -1.4 0.7 -0.4
C -2.81561 -0.74648 -3.54232 0.5 0.1 -0.9
F -2.52793 0.31044 -2.84785 -0.3 1.5 1.7
F -1.62247 -1.24235 -3.88520 0.6 -1.4 -0.3
F -3.35290 -0.30201 -4.67005 -1.0 -0.8 0.0